No. 1
{
  "formula": "C10H15F3N3O4P",
  "method": "the ωB97M-V functional and the def2-TZVPD basis",
  "e_homo_ha": -0.3374,
  "e_lumo_ev": 0.0,
  "smiles": "N#C[C@H](C[C@@H](O)C(F)(F)F)[C@@](C#N)(CCCN)P(=O)(O)O",
  "fmax_ev_per_a": 5.54,
  "total_energy_ev": -40716.1355,
  "multiplicity": 1,
  "homo_lumo_gap_ev": 9.2280,
  "symbols": ["N", "C", "C", "C", "C", "O", "C", "F", "F", "F", "C", "C", "N", "C", "C", "C", "N", "P", "O", "O", "O", "H", "H", "H", "H", "H", "H", "H", "H", "H", "H", "H", "H", "H", "H", "H"],
  "coordinates": [[0.581741, -1.364744, -2.455178], [0.784941, -0.827883, -1.496055], [0.978155, 0.187095, -0.373784], [1.799225, -0.482481, 0.760210], [3.275548, -0.853875, 0.368524], [3.343044, -2.175096, -0.173015], [3.980168, 0.182123, -0.521390], [3.848662, 1.380691, 0.062533], [5.296067, -0.118692, -0.544231], [3.595313, 0.192396, -1.790438], [-0.456179, 0.677576, 0.060303], [-1.226248, 0.964281, -1.233093], [-2.041310, 1.104300, -1.998809], [-1.228706, -0.275881, 1.031397], [-2.722370, -0.528390, 0.657468], [-2.799902, -1.759276, -0.311969], [-3.911762, -1.734462, -1.270911], [-0.320822, 2.341705, 0.905769], [0.343079, 2.265425, 2.205267], [0.372624, 3.403430, -0.126281], [-1.870344, 2.840552, 1.149382], [1.499544, 1.068273, -0.799017], [1.831910, 0.117050, 1.692558], [1.317488, -1.445906, 1.022787], [3.839109, -0.896549, 1.325541], [3.231165, -2.741213, 0.603464], [-1.229543, 0.223185, 2.025231], [-0.751449, -1.257446, 1.188170], [-3.219815, -0.845108, 1.600633], [-3.265662, 0.364020, 0.304829], [-2.822077, -2.676042, 0.321280], [-1.862910, -1.852476, -0.904752], [-3.545408, -1.380515, -2.147432], [-4.691324, -1.178123, -0.938983], [-0.018654, 3.329354, -1.017195], [-1.933292, 3.752699, 0.817196]],
  "forces_ev_per_angstrom": [[-0.7, -2.4, -3.4], [1.0, 3.6, 4.0], [-0.1, -1.0, -0.2], [0.4, 0.0, 0.2], [-0.9, -0.6, 1.0], [0.0, 0.7, 0.0], [1.0, -1.6, 0.9], [-0.2, 0.2, -0.5], [0.0, 0.3, 0.0], [-0.5, 0.5, 0.0], [-0.1, 0.5, -1.3], [2.0, -1.1, 3.9], [-1.8, 0.7, -2.4], [-1.2, 0.7, 0.6], [0.4, -1.1, 0.5], [0.1, 0.3, 0.0], [0.6, -0.4, 0.3], [-0.7, 0.6, 1.0], [0.6, -0.2, -0.4], [-1.0, -1.1, 0.2], [1.4, -0.1, -1.3], [-0.1, -0.6, 0.1], [-0.2, 0.0, -0.7], [0.3, 0.5, -0.1], [-0.1, 0.6, -0.6], [0.1, -0.1, -0.5], [0.3, -0.4, -0.5], [0.0, 0.5, -0.4], [0.2, 0.4, -0.5], [0.5, -0.3, -0.1], [-0.1, 0.5, -0.4], [-0.5, 0.2, 0.3], [-0.5, 0.2, 0.1], [0.2, 0.0, -0.2], [0.2, 0.2, 0.2], [-0.3, -0.2, 0.2]],
  "nbo_charge": [-0.28, 0.27, -0.30, -0.44, 0.02, -0.69, 0.96, -0.32, -0.32, -0.30, -0.46, 0.26, -0.29, -0.42, -0.43, -0.22, -0.84, 2.34, -1.07, -0.97, -0.97, 0.27, 0.26, 0.22, 0.20, 0.47, 0.25, 0.23, 0.22, 0.23, 0.18, 0.19, 0.37, 0.36, 0.51, 0.51]
}

=====

No. 2
{
  "formula": "C5H6O7S2",
  "method": "the ωB97M-V functional and the def2-TZVPD basis",
  "e_homo_ha": -0.0336,
  "charge": -2,
  "e_lumo_ev": 5.8,
  "e_above_lowest_kj_mol": 345.8,
  "fmax_ev_per_a": 5.09,
  "total_energy_ev": -41281.5987,
  "multiplicity": 1,
  "homo_lumo_gap_ev": 6.7432,
  "symbols": ["C", "C", "C", "C", "C", "O", "O", "O", "O", "O", "O", "O", "S", "S", "H", "H", "H", "H", "H", "H"],
  "coordinates": [[-0.529803, 0.009586, -1.066770], [1.614023, -1.298788, -1.040079], [0.725920, -0.330141, -0.559230], [1.117178, 0.445591, 0.714251], [-2.132608, -0.442900, 0.155798], [-4.368696, -1.553143, -1.129022], [-2.649954, 2.247259, 0.848464], [2.691029, -1.623864, -0.570998], [-3.805891, -2.112820, 1.314215], [-4.438175, 0.186776, 0.645931], [-1.035042, 1.358529, -0.903598], [-3.433554, 1.759846, -1.351519], [-3.815387, -1.090640, 0.227879], [-2.617646, 1.256417, -0.278351], [-0.787749, -0.375776, -1.999215], [1.248497, -1.835997, -2.126902], [0.950526, -0.373185, 1.620695], [2.215303, 0.625055, 0.723485], [0.591744, 1.458226, 0.902747], [-1.927836, -0.368005, 1.282385]],
  "forces_ev_per_angstrom": [[-1.3, 0.8, 1.7], [-1.9, -0.5, -2.9], [0.2, 2.2, 1.4], [0.1, -1.5, 1.8], [-0.6, 0.7, -0.1], [1.8, 0.8, 3.3], [0.8, -2.3, -1.5], [1.0, -0.4, 0.4], [-0.1, 0.8, -1.5], [-0.7, -0.6, 0.1], [0.4, -0.8, 0.0], [0.0, -1.5, -0.7], [-1.6, -2.2, -1.2], [1.9, 4.2, 2.2], [-0.7, -0.9, -1.4], [0.6, 1.0, 2.2], [0.2, 2.4, -1.7], [-0.6, -0.1, 0.0], [0.5, -2.0, -0.4], [0.1, 0.0, -1.7]],
  "nbo_charge": [0.27, 0.39, -0.39, -0.63, -0.88, -1.01, -0.98, -0.70, -1.03, -1.01, -0.75, -0.93, 2.31, 2.26, 0.18, 0.02, 0.18, 0.20, 0.23, 0.26]
}